# C18H13BrN2O2ReSbSe4

A molecular structure, C18H13BrN2O2ReSbSe4 at a distorted geometry (the ωB97M-V functional and the def2-TZVPD basis, OMol25).

ORCA input file:
```
! wB97M-V def2-TZVPD RIJCOSX def2/J DEFGRID3
* xyz 2 1
Re -0.50 -0.14 0.56
Br -0.28 -2.54 -6.35
C -0.03 -2.02 -4.57
C 0.93 -2.68 -3.78
C 1.14 -2.30 -2.47
C 0.39 -1.27 -1.92
O 0.69 -0.91 -0.66
C -0.60 -0.60 -2.69
C -1.32 0.55 -2.22
N -1.34 0.93 -0.98
C -1.65 2.27 -0.62
C -2.55 3.12 -1.21
C -2.63 4.46 -0.79
C -1.78 4.95 0.17
C -0.84 4.10 0.79
C 0.14 4.52 1.71
C 1.05 3.63 2.21
C 0.95 2.28 1.86
N 0.02 1.83 1.02
C -0.82 2.74 0.43
C -0.77 -0.99 -4.03
H 1.51 -3.48 -4.22
H 1.89 -2.79 -1.86
H -1.77 1.20 -2.96
H -3.21 2.77 -2.00
H -3.35 5.11 -1.26
H -1.81 5.99 0.45
H 0.17 5.56 2.01
H 1.84 3.94 2.89
H 1.63 1.55 2.27
H -1.51 -0.47 -4.64
Se -2.46 -2.65 3.03
Sb -1.57 -4.48 1.06
Se -2.69 -0.95 1.46
Se 0.72 -4.26 1.02
Se -2.39 -2.03 -0.53
C -0.38 0.13 3.92
C -0.12 -0.39 2.56
O 0.64 -1.24 2.16
H 0.56 0.24 4.45
H -0.96 -0.64 4.43
H -0.94 1.06 3.89
*
```

Summary:
ΔE to the lowest compared entry with this formula, charge and spin, kcal per mole: 0.00
Frontier orbital gap, eV: 5.359
E_HOMO, hartree: -0.4970
Maximum force, eV/Å: 1.45
Electronic energy, Ha: -13451.47463



# H14O7

7 unconnected molecules or ions with the total composition H14O7 at a distorted geometry (the ωB97M-V functional and the def2-TZVPD basis, OMol25).

ORCA input file:
```
! wB97M-V def2-TZVPD RIJCOSX def2/J DEFGRID3
* xyz 0 1
O -1.79 2.77 0.74
H -1.92 3.70 0.79
H -0.92 2.61 1.12
O -1.66 -2.11 0.88
H -1.38 -1.18 0.94
H -2.45 -2.09 0.41
O 1.61 2.32 0.78
H 2.28 1.80 0.41
H 1.92 3.01 1.33
O 0.30 0.13 0.14
H 0.85 -0.70 0.30
H 0.83 0.90 0.46
O -1.24 1.46 -2.07
H -0.72 1.24 -1.33
H -1.90 0.76 -2.11
O 1.70 -2.30 0.38
H 1.43 -3.19 0.71
H 2.59 -2.28 0.71
O 0.30 -2.06 -1.80
H 0.69 -2.26 -0.95
H -0.52 -2.51 -1.85
*
```

Summary:
ΔE to the lowest compared entry with this formula, charge and spin, kcal per mole: 54.23
SMILES: O.O.O.O.O.O.O
Frontier orbital gap, eV: 9.969
E_HOMO, hartree: -0.3670
Maximum force, eV/Å: 2.81
Electronic energy, Ha: -535.03742



# C6H8N2S3

A single C6H8N2S3 molecule at a distorted geometry (the ωB97M-V functional and the def2-TZVPD basis, OMol25).

ORCA input file:
```
! wB97M-V def2-TZVPD RIJCOSX def2/J DEFGRID3
* xyz 0 1
C -1.16 1.68 2.89
C -0.68 0.93 1.61
C 0.00 1.58 0.56
C 0.20 0.64 -0.36
C 0.75 0.73 -1.77
N -0.11 -0.56 0.22
C 0.03 -1.76 -0.24
S -0.09 -3.29 -0.09
S 1.03 -3.92 -2.27
S 1.62 -2.25 -3.20
N -0.72 -0.33 1.44
H -0.98 2.74 2.64
H -2.17 1.41 3.18
H -0.56 1.37 3.64
H 0.29 2.58 0.30
H 1.20 -0.26 -1.97
H -0.07 1.23 -2.30
H 1.63 1.27 -1.77
H -0.21 -3.80 -2.51
*
```

Summary:
ΔE to the lowest compared entry with this formula, charge and spin, kcal per mole: 89.26
SMILES: Cc1cc(C)n(C#S#[SH]=S)n1
Frontier orbital gap (spin up / spin down), eV: 6.779 / 6.781
E_HOMO (spin up / spin down), hartree: -0.2811 / -0.2811
Maximum force, eV/Å: 4.05
Electronic energy, Ha: -1537.35000



# C5H6O

A single C5H6O molecule at a distorted geometry (the ωB97M-V functional and the def2-TZVPD basis, OMol25).

ORCA input file:
```
! wB97M-V def2-TZVPD RIJCOSX def2/J DEFGRID3
* xyz 0 1
C 2.14 -0.12 -0.04
C 0.78 -0.06 -0.05
C -0.13 1.08 -0.06
C -1.34 0.62 -0.07
C -1.32 -0.88 -0.02
O 0.09 -1.22 -0.08
H 2.82 0.72 -0.05
H 2.69 -1.04 0.12
H 0.20 2.11 0.04
H -2.26 1.24 0.14
H -1.97 -1.19 -0.89
H -1.70 -1.26 0.94
*
```

Summary:
ΔE to the lowest compared entry with this formula, charge and spin, kcal per mole: 30.43
SMILES: C=C1C=CCO1
Frontier orbital gap, eV: 9.152
E_HOMO, hartree: -0.2984
Maximum force, eV/Å: 3.34
Electronic energy, Ha: -269.29775



# C27H37AsN4O3Ti

A molecular structure, C27H37AsN4O3Ti (the ωB97M-V functional and the def2-TZVPD basis, OMol25).

ORCA input file:
```
! wB97M-V def2-TZVPD RIJCOSX def2/J DEFGRID3
* xyz 4 1
Ti -0.08 -0.18 0.23
C 6.12 0.64 -3.36
C 4.95 0.29 -2.50
C 5.03 -0.74 -1.56
C 3.94 -1.15 -0.77
C 4.23 -2.24 0.15
N 3.49 -3.25 0.44
C 2.24 -3.68 -0.24
C 1.90 -5.12 0.14
C 0.93 -5.25 1.31
N -0.48 -5.27 0.84
C -1.49 -4.61 1.27
C -1.47 -3.59 2.33
C -2.05 -3.95 3.56
C -2.10 -3.08 4.65
C -2.70 -3.52 5.96
C -1.59 -1.80 4.45
C -1.06 -1.39 3.22
C -0.66 -0.02 3.11
N -0.23 0.64 2.07
C -0.11 2.14 2.32
C 0.56 2.98 1.25
C 0.03 2.78 -0.17
N 0.64 1.54 -0.68
C 1.66 1.66 -1.47
C 2.67 0.67 -1.70
C 3.76 1.00 -2.52
C 2.73 -0.46 -0.86
O 1.69 -0.74 -0.07
C -0.98 -2.29 2.14
O -0.46 -1.88 0.99
H 6.61 -0.25 -3.75
H 6.86 1.21 -2.78
H 5.82 1.25 -4.21
H 5.98 -1.26 -1.44
H 5.20 -2.24 0.64
H 3.89 -3.91 1.10
H 2.45 -3.59 -1.31
H 1.45 -2.99 0.02
H 2.81 -5.68 0.38
H 1.50 -5.63 -0.73
H 1.01 -4.46 2.05
H 1.05 -6.21 1.82
H -0.69 -5.98 0.14
H -2.44 -4.90 0.82
H -2.45 -4.95 3.67
H -2.37 -4.52 6.22
H -3.79 -3.53 5.89
H -2.43 -2.84 6.76
H -1.62 -1.09 5.27
H -0.75 0.56 4.03
H 0.42 2.26 3.26
H -1.14 2.49 2.47
H 1.64 2.82 1.25
H 0.41 4.02 1.55
H 0.29 3.62 -0.81
H -1.06 2.68 -0.18
H 1.82 2.64 -1.93
H 3.68 1.88 -3.15
C -4.29 -1.33 -0.45
As -3.50 0.40 -0.51
C -3.98 1.42 1.01
C -3.90 1.30 -2.12
O -1.77 0.16 -0.44
H -5.37 -1.20 -0.50
H -4.02 -1.81 0.48
H -3.96 -1.91 -1.31
H -5.07 1.50 1.03
H -3.56 2.42 0.94
H -3.65 0.91 1.92
H -4.99 1.37 -2.20
H -3.51 0.73 -2.96
H -3.47 2.30 -2.10
*
```

Summary:
Frontier orbital gap, eV: 7.152
E_HOMO, hartree: -0.7035
Maximum force, eV/Å: 0.59
Electronic energy, Ha: -4579.78377